The following is a quantum chemistry calculation of a structure of composition C37H51Br2NO3PSTi, from OMol25.

```
! RIJCOSX wB97M-V def2-TZVPD def2/J DEFGRID3
* xyz 3 1
Ti 1.28 1.04 0.11
Br 0.60 2.92 1.95
C -0.18 4.23 0.72
Br -0.91 3.17 -0.69
H 0.62 4.88 0.38
H -0.97 4.74 1.27
C -6.30 2.72 0.23
C -5.09 2.90 -0.68
C -4.49 4.31 -0.50
C -4.03 1.84 -0.47
C -3.32 1.33 -1.56
C -2.39 0.31 -1.43
C -1.60 -0.11 -2.66
C -1.75 -1.55 -3.14
C -0.15 0.36 -2.44
C -2.17 -0.27 -0.15
C -2.85 0.28 0.97
C -3.72 1.35 0.78
C -2.79 -0.36 2.34
C -2.30 0.62 3.41
C -4.15 -0.94 2.74
C -1.79 -1.73 -0.07
C -2.90 -2.58 -0.16
C -2.79 -3.96 -0.08
C -1.54 -4.54 0.09
C -0.43 -3.73 0.17
C -0.54 -2.33 0.07
P 1.08 -1.58 0.28
C 2.32 -2.30 -0.96
C 1.59 -2.79 -2.22
C 3.27 -1.15 -1.32
C 3.16 -3.46 -0.41
C 1.49 -1.65 2.13
C 2.87 -2.19 2.51
C 0.42 -2.39 2.93
C 1.40 -0.16 2.43
H -7.10 3.39 -0.08
H -6.08 2.96 1.27
H -6.69 1.70 0.19
H -5.43 2.82 -1.72
H -4.09 4.42 0.51
H -5.27 5.06 -0.64
H -3.70 4.51 -1.23
H -3.52 1.72 -2.55
H -1.98 0.51 -3.47
H -1.37 -2.30 -2.44
H -1.21 -1.67 -4.08
H -2.80 -1.77 -3.33
H 0.00 0.23 -1.33
H -0.05 1.42 -2.67
H 0.62 -0.19 -2.98
H -4.25 1.74 1.65
H -2.09 -1.20 2.30
H -3.01 1.45 3.52
H -1.33 1.05 3.17
H -2.23 0.12 4.38
H -4.87 -0.15 2.94
H -4.05 -1.54 3.64
H -4.56 -1.58 1.95
H -3.87 -2.13 -0.29
H -3.68 -4.57 -0.15
H -1.44 -5.62 0.17
H 0.53 -4.20 0.32
H 0.93 -2.05 -2.66
H 1.00 -3.68 -2.02
H 2.34 -3.06 -2.96
H 2.75 -0.28 -1.74
H 3.95 -1.49 -2.10
H 3.88 -0.87 -0.46
H 2.56 -4.30 -0.06
H 3.85 -3.16 0.36
H 3.75 -3.84 -1.25
H 2.93 -3.26 2.35
H 3.00 -2.02 3.58
H 3.68 -1.69 2.00
H 0.45 -3.46 2.75
H -0.59 -2.03 2.71
H 0.62 -2.22 3.99
H 2.29 0.38 2.03
H 1.45 0.09 3.50
H 0.41 0.24 2.11
O 4.67 0.49 1.63
C 4.43 1.18 0.70
N 3.10 1.73 0.48
S 3.08 2.74 -0.80
O 2.86 4.12 -0.59
O 1.88 2.06 -1.45
C 4.66 2.35 -1.42
C 5.31 2.86 -2.52
C 6.65 2.53 -2.65
C 7.30 1.75 -1.70
C 6.63 1.28 -0.57
C 5.29 1.58 -0.44
H 4.81 3.49 -3.24
H 7.20 2.90 -3.51
H 8.35 1.53 -1.82
H 7.15 0.70 0.19
*
```

## Properties
HOMO level in eV: -16.303
E_LUMO in eV: -11.1
Orbital gap in hartree: 0.19071


The following is a quantum chemistry calculation of an isolated molecule of C17H15NO4, from OMol25.

```
! RIJCOSX wB97M-V def2-TZVPD def2/J DEFGRID3
* xyz 0 1
C -4.09 -3.98 0.11
H -5.13 -3.64 0.17
O -3.32 -3.14 -0.72
C -3.19 -1.83 -0.38
C -2.43 -1.05 -1.25
C -2.23 0.29 -1.01
C -2.77 0.89 0.13
C -3.54 0.11 0.99
C -3.75 -1.24 0.74
H -4.35 -1.80 1.43
H -3.98 0.56 1.87
N -2.60 2.25 0.42
C -1.58 3.10 0.12
O -1.74 4.30 0.24
C -0.27 2.53 -0.27
C 0.28 1.48 0.35
C 1.61 0.93 0.11
C 2.56 1.58 -0.68
C 3.82 1.04 -0.91
C 4.10 -0.17 -0.32
C 3.16 -0.83 0.48
C 1.92 -0.30 0.71
H 1.21 -0.82 1.32
O 3.71 -2.00 0.94
C 5.01 -2.05 0.41
O 5.25 -0.91 -0.38
H 5.74 -2.09 1.24
H 5.12 -2.96 -0.21
H 4.55 1.55 -1.52
H 2.32 2.53 -1.13
H -0.29 0.95 1.10
H 0.26 3.11 -1.00
H -3.40 2.70 0.85
H -1.66 0.89 -1.70
H -2.01 -1.51 -2.13
H -4.07 -4.96 -0.36
H -3.67 -4.04 1.11
*
```

## Properties
HOMO level in eV: -7.936
E_LUMO in eV: 0.3
Structure (SMILES): COc1ccc(NC(=O)/C=C/c2ccc3c(c2)OCO3)cc1
Orbital gap in hartree: 0.30295


The following is a quantum chemistry calculation of a structure of composition C15H22N13O3STi, from OMol25.

```
! RIJCOSX wB97M-V def2-TZVPD def2/J DEFGRID3
* xyz -1 3
Ti -0.71 0.35 -0.24
N -4.62 -1.95 -0.91
C -3.63 -1.14 -0.38
S -3.34 0.38 -1.06
N -3.00 -1.63 0.66
N -2.01 -0.79 1.05
C -1.60 -0.90 2.29
C -0.52 -0.08 2.69
C -0.05 -0.02 4.02
C 0.96 0.85 4.34
C 1.50 1.67 3.33
C 1.01 1.56 2.06
N 0.05 0.69 1.71
H -5.33 -1.44 -1.41
H -4.99 -2.62 -0.24
H -2.08 -1.58 2.98
H -0.51 -0.65 4.76
H 1.33 0.91 5.35
H 2.27 2.40 3.55
H 1.39 2.17 1.24
C -1.13 0.02 -3.41
O -0.95 -0.72 -2.21
C -0.71 -2.11 -2.36
C 0.50 -2.42 -1.54
O 0.18 -1.97 -0.22
C 1.01 -2.54 0.80
C 2.21 -1.69 1.19
O 2.71 -1.11 0.02
C 3.79 -0.24 0.26
H -1.98 -0.39 -3.97
H -1.36 1.04 -3.14
H -0.22 0.00 -4.00
H -1.58 -2.65 -2.00
H -0.54 -2.35 -3.41
H 0.68 -3.50 -1.52
H 1.36 -1.89 -1.91
H 0.38 -2.68 1.67
H 1.34 -3.52 0.45
H 1.92 -0.93 1.91
H 2.95 -2.34 1.67
H 3.51 0.56 0.96
H 4.66 -0.77 0.67
H 4.05 0.21 -0.70
N 0.32 3.58 -1.53
C -0.72 3.53 -0.63
N -1.25 4.61 -0.09
N -2.21 4.13 0.72
N -2.25 2.85 0.69
N -1.31 2.41 -0.20
C 1.02 2.50 -2.00
N 1.90 2.59 -2.99
N 2.35 1.34 -3.15
N 1.78 0.53 -2.33
N 0.91 1.25 -1.56
H 0.56 4.48 -1.91
*
```

## Properties
HOMO level (alpha / beta) in eV: -3.094 / -4.687
E_LUMO (alpha / beta) in eV: 2.6 / 2.5
Orbital gap (alpha / beta) in hartree: 0.20932 / 0.26241


The following is a quantum chemistry calculation of a cluster of 2 separate species, C5H14 in total, from OMol25.

```
! RIJCOSX wB97M-V def2-TZVPD def2/J DEFGRID3
* xyz 0 1
C 1.93 0.38 1.44
C 2.32 1.42 2.47
H 2.80 -0.22 1.16
H 1.20 -0.34 1.83
H 1.55 0.79 0.51
H 1.58 2.22 2.57
H 3.27 1.91 2.22
H 2.46 0.95 3.45
C -1.16 -0.39 -0.93
C -1.84 0.42 -2.02
C -1.39 -1.89 -1.08
H -1.48 -0.08 0.07
H -0.09 -0.16 -0.94
H -2.93 0.47 -1.90
H -1.48 1.46 -2.05
H -2.33 -2.17 -0.61
H -0.65 -2.49 -0.53
H -1.63 0.01 -3.01
H -1.44 -2.23 -2.11
*
```

## Properties
HOMO level in eV: -11.292
E_LUMO in eV: 1.1
Structure (SMILES): CCC.CC
Orbital gap in hartree: 0.45571


The following is a quantum chemistry calculation of a cluster of 6 separate species, C10H30NO8S5 in total, from OMol25.

```
! RIJCOSX wB97M-V def2-TZVPD def2/J DEFGRID3
* xyz -1 1
N -1.34 -1.22 -1.10
O -1.26 -2.10 -0.22
O -2.10 -1.39 -2.08
O -0.90 -0.14 -0.84
C -5.84 1.88 4.70
S -6.67 1.64 3.10
O -7.58 2.83 2.99
C -5.22 1.93 1.92
H -5.26 2.80 4.67
H -5.18 1.01 4.81
H -6.64 1.97 5.44
H -4.93 2.98 1.99
H -5.49 1.77 0.87
H -4.38 1.29 2.18
C 2.64 -4.38 -2.29
S 1.58 -4.38 -3.80
O 2.32 -4.86 -5.09
C 0.55 -5.75 -3.12
H 3.52 -3.74 -2.25
H 3.33 -5.22 -2.17
H 2.15 -4.33 -1.32
H 1.24 -6.56 -2.92
H -0.29 -5.95 -3.79
H 0.15 -5.40 -2.16
C 3.90 2.57 -0.11
S 4.79 2.61 -1.81
O 5.32 4.04 -1.98
C 6.32 1.68 -1.35
H 4.37 3.20 0.64
H 3.97 1.54 0.25
H 2.89 2.96 -0.01
H 7.04 2.35 -0.89
H 6.75 1.14 -2.19
H 6.07 0.89 -0.64
C -0.34 4.39 -4.77
S -2.19 4.62 -4.41
O -2.61 5.89 -5.13
C -2.75 3.23 -5.52
H 0.00 3.46 -4.32
H 0.13 5.26 -4.31
H -0.12 4.27 -5.83
H -2.34 3.69 -6.42
H -3.83 3.13 -5.63
H -2.20 2.34 -5.21
C 0.44 -3.18 4.80
S 0.59 -3.62 6.61
O 1.78 -4.62 6.56
C 1.40 -2.03 7.18
H -0.14 -2.27 4.63
H -0.16 -3.99 4.39
H 1.40 -3.09 4.30
H 2.36 -2.08 6.66
H 1.73 -1.98 8.22
H 1.02 -1.11 6.74
*
```

## Properties
HOMO level in eV: -4.710
E_LUMO in eV: 2.0
Orbital gap in hartree: 0.24667


The following is a quantum chemistry calculation of a structure of composition CHEuF4O, from OMol25.

```
! RIJCOSX wB97M-V def2-TZVPD def2/J DEFGRID3
* xyz 1 8
C -1.45 -0.27 0.04
F -1.41 -0.77 -1.16
F -2.59 0.32 0.25
F -1.22 -1.14 0.98
F -0.45 0.71 0.12
Eu 1.95 1.14 -0.56
O 2.47 -0.68 -1.56
H 3.28 -1.19 -1.54
*
```

## Properties
HOMO level (alpha / beta) in eV: -13.478 / -14.368
E_LUMO (alpha / beta) in eV: -5.1 / -5.0
Orbital gap (alpha / beta) in hartree: 0.30900 / 0.34583


The following is a quantum chemistry calculation of an isolated molecule of C6H9NO3, from OMol25.

```
! RIJCOSX wB97M-V def2-TZVPD def2/J DEFGRID3
* xyz 0 1
C 2.06 0.20 0.00
C -1.04 0.82 -0.70
C -1.05 -0.70 -0.90
C 0.33 -1.50 1.09
C -1.50 1.30 0.68
C 1.15 -0.72 0.18
N 0.04 -1.37 -0.29
O 3.02 0.54 0.94
O 2.33 0.88 -1.16
O -1.71 0.66 1.67
H -0.08 1.28 -1.02
H -1.89 1.16 -1.32
H -1.98 -1.33 -0.59
H -0.78 -0.82 -2.03
H 0.74 -2.52 1.31
H -0.45 -1.03 1.87
H -1.53 2.37 0.90
H 3.29 1.11 -1.25
H 2.66 0.24 1.79
*
```

## Properties
HOMO level in eV: -7.792
E_LUMO in eV: 0.7
Structure (SMILES): O=CCCN1CC1=C(O)O
Orbital gap in hartree: 0.31080


The following is a quantum chemistry calculation of a structure of composition C13H11AuI2N2O5Se, from OMol25.

```
! RIJCOSX wB97M-V def2-TZVPD def2/J DEFGRID3
* xyz 0 3
Au 0.11 -0.20 -0.33
I -4.89 -5.13 2.22
C -3.83 -3.73 1.11
C -3.49 -4.02 -0.21
C -2.79 -3.09 -0.95
I -2.20 -3.50 -2.89
C -2.42 -1.84 -0.38
O -1.80 -0.96 -1.08
C -2.75 -1.59 0.99
C -2.36 -0.28 1.62
N -0.89 -0.14 1.70
C -0.46 1.07 2.42
C 0.97 1.47 2.10
C 1.82 1.96 3.07
C 3.10 2.35 2.69
C 3.49 2.21 1.37
C 2.59 1.69 0.46
N 1.35 1.35 0.83
C -3.45 -2.53 1.71
H -3.77 -4.97 -0.65
H -2.80 -0.21 2.62
H -2.73 0.55 1.02
H -0.48 -0.96 2.12
H -0.58 0.96 3.49
H -1.12 1.89 2.10
H 1.49 2.04 4.10
H 3.79 2.73 3.43
H 4.49 2.48 1.05
H 2.85 1.52 -0.57
H -3.72 -2.33 2.74
O 2.72 -2.99 -1.81
Se 2.52 -1.64 -0.97
O 1.57 -0.50 -1.84
O 1.42 -1.86 0.32
O 3.85 -0.90 -0.43
*
```

## Properties
HOMO level (alpha / beta) in eV: -8.527 / -8.481
E_LUMO (alpha / beta) in eV: -0.1 / -3.4
Orbital gap (alpha / beta) in hartree: 0.31024 / 0.18727


The following is a quantum chemistry calculation of a structure of composition C43H43BBrF3IN9O2S2Y, from OMol25.

```
! RIJCOSX wB97M-V def2-TZVPD def2/J DEFGRID3
* xyz -1 1
Y -0.17 -0.06 0.19
C -1.22 -2.71 -3.47
N -0.49 -3.73 -2.76
C 0.19 -4.77 -3.35
C 0.66 -5.54 -2.34
N 0.27 -4.99 -1.15
B 0.49 -5.68 0.24
N 1.37 -4.77 1.14
C 1.00 -4.31 2.38
C 2.03 -3.62 2.91
N 3.06 -3.69 1.99
C 4.36 -3.07 2.12
C 2.65 -4.40 0.90
S 3.63 -4.78 -0.44
C -0.44 -3.88 -1.41
S -1.22 -2.85 -0.27
H -0.64 -2.39 -4.34
H -1.38 -1.86 -2.82
H -2.19 -3.09 -3.81
H 0.30 -4.84 -4.42
H 1.29 -6.41 -2.36
H 1.05 -6.73 0.03
H -0.58 -5.83 0.78
H 0.02 -4.52 2.78
H 2.14 -3.10 3.84
H 4.49 -2.75 3.15
H 4.43 -2.21 1.46
H 5.13 -3.79 1.85
C -0.41 1.84 1.65
H -0.05 1.61 2.66
H -1.39 2.34 1.77
H 0.24 2.63 1.26
F 9.61 0.15 -0.82
C 8.97 1.05 -0.06
F 9.23 2.26 -0.60
F 9.59 1.04 1.14
C 7.50 0.79 0.05
C 6.93 -0.34 -0.51
C 5.57 -0.56 -0.38
C 4.76 0.35 0.31
C 5.36 1.48 0.87
C 6.72 1.70 0.75
C 3.36 0.12 0.43
C 2.16 -0.11 0.55
H 7.55 -1.06 -1.04
H 5.11 -1.45 -0.80
H 4.74 2.19 1.41
H 7.17 2.58 1.18
C -4.42 -1.99 -1.83
C -4.03 -1.10 -0.75
N -3.67 -0.45 0.12
H -4.32 -1.48 -2.79
H -5.45 -2.32 -1.70
H -3.75 -2.85 -1.79
I -3.77 -3.40 4.72
C -2.87 -1.92 3.61
C -3.19 -0.58 3.59
N -2.32 -0.01 2.75
N -1.48 -0.89 2.20
C -1.80 -2.06 2.72
H -3.94 -0.01 4.11
H -2.26 0.96 2.46
H -1.26 -2.95 2.43
C -4.50 5.37 3.78
C -4.79 4.28 2.78
C -5.92 3.48 2.96
C -6.19 2.46 2.07
C -5.37 2.25 0.98
C -4.24 3.05 0.78
N -3.43 2.73 -0.33
C -2.81 3.63 -1.18
C -3.40 4.87 -1.45
C -2.77 5.78 -2.29
C -1.55 5.48 -2.88
C -0.97 4.25 -2.61
C -1.58 3.31 -1.79
C -0.89 2.02 -1.52
O 0.35 1.99 -1.36
O -1.60 0.96 -1.41
C -3.92 4.05 1.71
C -2.65 4.86 1.63
H -5.34 5.50 4.46
H -4.30 6.32 3.30
H -3.62 5.13 4.39
H -6.57 3.67 3.80
H -7.07 1.83 2.21
H -5.58 1.48 0.26
H -3.15 1.76 -0.43
H -4.34 5.11 -0.99
H -3.25 6.73 -2.48
H -1.06 6.19 -3.52
H 0.00 3.99 -3.03
H -2.82 5.84 1.17
H -1.89 4.36 1.04
H -2.24 5.02 2.62
Br 4.05 -2.14 -5.31
C 2.80 -1.65 -3.97
C 2.75 -2.36 -2.79
C 1.82 -1.95 -1.85
N 0.98 -0.93 -2.03
C 1.07 -0.25 -3.17
C 1.96 -0.57 -4.18
H 3.38 -3.20 -2.58
H 1.78 -2.48 -0.90
H 0.40 0.59 -3.28
H 2.00 0.01 -5.09
*
```

## Properties
HOMO level in eV: -4.744
E_LUMO in eV: 1.9
Orbital gap in hartree: 0.24550


The following is a quantum chemistry calculation of a structure of composition C4H8O4, from OMol25.

```
! RIJCOSX wB97M-V def2-TZVPD def2/J DEFGRID3
* xyz 0 1
C 1.59 0.29 -0.04
C 0.45 0.33 0.94
C -0.72 -0.80 0.64
C -1.32 -0.73 -0.83
H 3.57 -0.86 -0.08
H 1.11 0.81 -1.03
H 2.45 0.91 0.18
H 0.98 0.11 1.90
H -0.88 1.46 0.21
H -0.44 -0.29 -1.76
H -2.11 -1.51 -1.26
H -3.35 0.35 -0.52
O 1.89 -1.04 -0.43
O 0.03 1.65 0.98
O -1.24 -1.45 1.63
O -2.00 0.76 -0.53
*
```

## Properties
HOMO level in eV: -9.448
E_LUMO in eV: -1.9
Orbital gap in hartree: 0.27603


The following is a quantum chemistry calculation of a structure of composition C18H20CaN4O4S2, from OMol25.

```
! RIJCOSX wB97M-V def2-TZVPD def2/J DEFGRID3
* xyz 0 1
Ca 0.57 2.00 -1.32
O -0.37 0.02 -1.93
N 0.49 -0.79 -2.58
C 0.44 -2.09 -2.24
C 1.26 -3.02 -2.80
C 2.18 -2.57 -3.76
C 2.22 -1.25 -4.09
C 1.36 -0.28 -3.51
S 1.44 1.39 -3.93
H -0.31 -2.30 -1.49
H 1.19 -4.05 -2.49
H 2.85 -3.27 -4.24
H 2.91 -0.87 -4.83
O -0.15 4.17 -1.28
N 0.91 4.65 -0.80
O 1.86 3.82 -0.77
S 5.06 0.07 -0.18
C 3.76 0.95 -0.87
N 2.56 0.60 -0.51
C 2.63 -0.48 0.38
C 1.52 -1.11 0.94
C 1.74 -2.18 1.79
C 3.05 -2.62 2.07
C 4.15 -2.00 1.52
C 3.92 -0.92 0.66
H 3.93 1.76 -1.56
H 0.53 -0.76 0.71
H 0.90 -2.69 2.24
H 3.19 -3.46 2.74
H 5.15 -2.34 1.74
O -0.47 1.86 0.77
C -1.66 1.79 1.10
C -2.73 1.38 0.11
C -3.35 0.02 0.45
C -4.43 0.07 1.53
C -3.96 0.55 2.89
C -3.39 1.97 2.89
N -2.04 2.05 2.36
H -2.27 1.33 -0.88
H -3.50 2.15 0.07
H -2.56 -0.68 0.72
H -3.79 -0.38 -0.47
H -4.89 -0.92 1.63
H -5.23 0.74 1.18
H -3.20 -0.12 3.30
H -4.80 0.52 3.59
H -3.35 2.37 3.90
H -4.05 2.64 2.32
H -1.28 2.31 2.97
*
```

## Properties
HOMO level in eV: -7.524
E_LUMO in eV: 0.4
Orbital gap in hartree: 0.29148